A structure of composition C18H13MnN3O2Se, computed with ωB97M-V/def2-TZVPD.

```
38
Properties=species:S:1:pos:R:3
Mn -0.0428 -1.2819 -0.5981
O 1.3414 -1.3683 3.0866
C 1.1926 -1.3534 1.9062
N -0.0492 -1.2763 1.2221
C -1.2954 -1.4140 1.8815
O -1.4690 -1.4466 3.0585
C -2.4048 -1.5413 0.8771
C -3.7155 -1.7226 1.2582
C -4.6732 -1.8748 0.2621
C -4.2842 -1.8323 -1.0695
C -2.9515 -1.6286 -1.3751
N -2.0262 -1.4902 -0.4156
C 2.3213 -1.4353 0.9212
C 3.6349 -1.5515 1.3174
C 4.6083 -1.6600 0.3303
C 4.2294 -1.6389 -1.0045
C 2.8908 -1.5000 -1.3229
N 1.9513 -1.4055 -0.3736
H -3.9550 -1.7516 2.3124
H -5.7121 -2.0264 0.5219
H -5.0023 -1.9517 -1.8679
H -2.6130 -1.5705 -2.4023
H 3.8652 -1.5660 2.3739
H 5.6510 -1.7609 0.5996
H 4.9595 -1.7249 -1.7963
H 2.5589 -1.4603 -2.3530
Se -0.1319 0.6177 -2.0253
C 0.0001 2.2349 -1.1500
C -0.2603 3.3833 -1.9380
C -0.1616 4.6255 -1.3580
C 0.1783 4.7361 -0.0086
C 0.4275 3.6008 0.7749
C 0.3457 2.3516 0.2138
H -0.5290 3.2747 -2.9806
H -0.3523 5.5144 -1.9431
H 0.2496 5.7170 0.4424
H 0.6856 3.7136 1.8187
H 0.5377 1.4642 0.8033
```

Properties
* charge: +2
* spin multiplicity: 4
* HOMO-LUMO gap (spin up / spin down): 6.3 / 6.5 eV

Atomic partial charges in e from the natural (NBO) method, atoms 1 to 8:
1. Mn 1.26
2. O -0.42
3. C 0.63
4. N -0.68
5. C 0.63
6. O -0.42
7. C 0.11
8. C -0.17